# C29H20IN2P2RuS4

C29H20IN2P2RuS4 as an isolated structure (ωB97M-V/def2-TZVPD, the OMol25 dataset).

The value obtained for the strongest force on any atom is 0.0108 hartree/bohr. The HOMO energy (spin up / spin down) comes out at -0.067 / -0.067 Eh. As for the HOMO-LUMO gap (spin up / spin down): 6.18 / 6.20 eV.

```
! RIJCOSX wB97M-V def2-TZVPD def2/J DEFGRID3
* xyz -2 2
Ru 2.219 -1.949 -0.523
S 2.548 -1.019 2.351
P 0.805 -0.537 1.496
C 0.926 -0.313 -0.213
P 1.474 1.289 -0.647
S 3.026 2.197 0.163
C -0.004 2.393 -0.488
C 0.058 3.595 0.201
C -1.061 4.416 0.285
C -2.249 4.044 -0.326
C -2.318 2.839 -1.018
C -1.203 2.019 -1.093
C 1.624 1.284 -2.473
C 1.002 0.299 -3.232
C 1.090 0.317 -4.616
C 1.788 1.333 -5.254
C 2.400 2.326 -4.501
C 2.324 2.299 -3.116
C 0.044 0.885 2.366
C -1.314 1.158 2.213
C -1.885 2.254 2.839
C -1.101 3.087 3.628
C 0.252 2.823 3.780
C 0.826 1.726 3.149
C -0.445 -1.837 1.792
C -0.516 -2.482 3.022
C -1.437 -3.498 3.222
C -2.285 -3.886 2.192
C -2.218 -3.244 0.964
C -1.306 -2.216 0.766
H 0.995 3.869 0.670
H -1.003 5.345 0.840
H -3.121 4.685 -0.260
H -3.243 2.537 -1.495
H -1.257 1.070 -1.614
H 0.455 -0.484 -2.722
H 0.625 -0.476 -5.191
H 1.866 1.344 -6.336
H 2.955 3.117 -4.994
H 2.831 3.043 -2.514
H -1.925 0.510 1.596
H -2.939 2.466 2.702
H -1.545 3.949 4.113
H 0.870 3.479 4.383
H 1.883 1.512 3.241
H 0.191 -2.212 3.798
H -1.471 -4.014 4.175
H -2.976 -4.707 2.339
H -2.854 -3.563 0.147
H -1.204 -1.729 -0.197
S 1.103 -2.932 -2.217
C 0.521 -4.417 -1.543
C -0.337 -5.212 -2.357
N -1.035 -5.836 -3.029
C 0.858 -4.800 -0.276
S 1.883 -3.786 0.698
C 0.378 -6.017 0.284
N -0.006 -6.998 0.754
I 4.438 -1.343 -1.927
*
```